# 1
Molecular formula: C21H34Cl8FN2O6PS5
Method: DFT, wB97M-V/def2-TZVPD

XYZ file:
```
78
Properties=species:S:1:pos:R:3:forces:R:3:mulliken_charge:R:1
C -4.93918 -3.30692 1.50552 0.457 -0.208 -0.539 -0.958
C -5.09618 -2.51600 0.20031 -0.558 -0.693 0.623 -0.121
O -5.20254 -1.12601 0.47769 0.888 -0.212 -0.089 -0.383
C -4.66675 -0.28851 -0.53190 -0.897 0.529 0.262 -0.839
C -4.04601 0.94431 0.15717 0.211 -0.208 -0.978 -1.393
C -2.46197 0.95634 0.11826 -2.864 -0.557 0.451 1.328
P -2.10001 1.21613 -1.66917 2.068 0.322 -0.413 0.056
S -0.28284 0.84974 -2.21626 -0.005 0.143 -0.362 -0.260
C -2.13641 -0.37428 0.81046 2.495 0.003 0.431 0.147
S -1.30601 -1.73620 -0.03277 -1.060 -1.190 0.758 1.341
O -1.82339 -1.93408 -1.33920 0.315 0.837 -0.659 -0.566
O -1.41135 -2.84486 0.84141 0.211 -0.143 0.573 -0.709
F 0.18278 -1.33003 -0.03373 0.056 0.245 -0.378 0.155
C -1.30210 0.04631 2.06795 0.281 -0.614 -0.789 -0.223
O -0.49679 -0.59611 2.67165 -1.078 0.959 -0.124 -0.584
O -1.69932 1.32585 2.33043 0.546 -0.277 0.674 -0.372
C -1.98203 2.04653 1.13609 0.131 1.020 -0.671 1.206
C -0.76194 2.91391 0.80444 0.575 -0.450 -0.155 -2.053
C 0.57773 2.17480 0.58127 -0.197 0.344 0.452 0.830
C 1.57602 2.29500 1.75548 0.475 -0.533 -1.522 -1.154
S 2.53401 0.72794 1.92911 -0.188 -0.389 0.300 -0.076
C 4.05911 0.98483 0.97304 0.896 0.502 0.262 -0.253
S 5.39947 1.34937 1.81032 0.010 0.163 0.130 -0.167
N 4.15675 0.85706 -0.41714 -1.138 -0.571 0.361 0.135
C 3.23587 -0.12205 -0.99273 -1.036 0.496 -0.941 0.160
C 3.58033 -0.38364 -2.48503 0.169 0.201 0.739 -0.347
O 4.36432 0.68281 -2.99371 -0.177 -0.240 -0.227 -0.499
C 3.74142 1.88276 -2.60160 0.483 0.328 0.337 -0.463
C 4.09021 2.14923 -1.12954 0.605 -0.214 -0.342 -0.341
N -3.05048 3.04596 1.38204 0.249 -1.165 1.447 -0.605
C -3.17785 3.43103 2.54046 0.186 1.132 -1.270 0.335
S -3.24719 4.25330 3.85660 -0.209 -0.388 0.262 -0.281
H -4.18585 -4.07646 1.34121 0.020 -0.122 0.038 0.269
H -4.54672 -2.67640 2.29812 -0.224 0.026 0.091 0.112
H -5.84940 -3.82443 1.78861 -0.166 0.245 0.302 0.315
H -4.24858 -2.76512 -0.43846 0.068 0.422 -0.211 0.098
H -6.01526 -2.84988 -0.28766 0.065 0.031 -0.304 0.474
H -5.50144 0.06594 -1.14566 0.033 -0.019 -0.175 0.382
H -3.99601 -0.82323 -1.20287 0.169 -0.175 0.190 0.335
H -4.39910 0.92014 1.18316 -0.007 0.189 0.146 0.304
H -4.43161 1.83377 -0.33495 0.004 0.240 0.197 0.769
H -2.37765 2.58637 -1.86615 -0.626 -0.228 0.304 0.210
H -3.01526 0.52660 -2.48144 -0.402 0.142 0.511 0.179
H -2.96754 -0.90477 1.27613 -0.494 0.086 -0.470 -0.002
H -0.61884 3.58463 1.65142 -0.235 0.101 0.092 0.534
H -1.01005 3.55317 -0.04078 -0.079 -0.062 -0.126 0.390
H 0.45303 1.12257 0.35432 -0.251 -0.090 0.014 -0.671
H 1.01820 2.59247 -0.31925 0.181 -0.068 -0.061 0.556
H 2.33341 3.02418 1.48316 -0.076 0.413 0.437 0.518
H 1.10512 2.54806 2.69821 0.104 -0.196 0.234 0.578
H 2.21794 0.29032 -0.97883 -0.092 -0.192 0.222 -0.439
H 3.20959 -1.06049 -0.44863 0.234 0.050 0.257 0.603
H 4.12051 -1.32136 -2.55493 0.333 0.072 -0.353 0.172
H 2.66489 -0.44423 -3.08100 0.141 -0.014 0.227 0.158
H 4.18836 2.67564 -3.19494 -0.168 0.119 -0.146 0.419
H 2.66081 1.86018 -2.76823 -0.078 -0.090 -0.115 0.138
H 3.39308 2.84346 -0.65075 -0.112 0.026 -0.109 0.144
H 5.08857 2.58127 -1.12035 0.032 0.121 0.274 0.431
Cl 7.70997 -0.03172 6.71335 -0.011 -0.053 0.005 -0.164
C 7.73356 0.01534 4.94571 -0.065 -0.054 -0.084 -0.141
Cl 8.18713 1.60910 4.33594 0.028 0.001 -0.039 -0.151
H 8.45416 -0.71064 4.58884 0.063 0.045 0.051 0.280
H 6.74230 -0.22495 4.57784 -0.034 0.088 0.044 0.164
Cl -1.22972 -0.96723 -5.29472 -0.042 -0.041 -0.060 -0.181
C -0.25205 -2.38192 -4.87635 -0.149 -0.046 0.244 -0.357
Cl 1.03282 -1.99042 -3.72839 -0.342 -0.233 -0.151 0.011
H -0.89833 -3.12845 -4.42899 -0.024 0.075 0.073 0.335
H 0.19242 -2.76727 -5.78257 0.037 0.111 -0.055 0.193
Cl -5.42664 1.68978 5.51015 -0.013 -0.031 0.028 -0.160
C -4.42782 0.41888 4.79832 0.095 0.049 0.028 0.458
Cl -5.39897 -0.82411 4.00007 0.053 0.101 0.030 -0.127
H -3.77190 0.87124 4.06144 -0.045 0.035 -0.009 -0.522
H -3.84296 -0.04503 5.58366 -0.069 -0.029 0.030 0.348
Cl 2.40357 -3.86747 -6.08607 0.261 -0.225 -0.260 -0.130
C 4.06604 -4.24348 -5.61024 0.078 -0.042 -0.036 -0.339
Cl 4.32326 -4.03584 -3.87649 0.032 -0.017 0.009 -0.133
H 4.27052 -5.27609 -5.86614 -0.073 -0.019 0.039 0.327
H 4.73686 -3.58269 -6.14608 -0.057 0.085 0.046 0.265
```
Positions in Å, forces in eV/Å.

Its gap between HOMO and LUMO is 0.2820 Eh. The highest occupied orbital energy comes out at -8.07 eV. As for the structure (SMILES): CCOCC[C@]1([PH2]=S)[C@@H](S(=O)(=O)F)C(=O)O[C@]1(CCCSC(=S)N1CCOCC1)N=C=S.ClCCl.ClCCl.ClCCl.ClCCl. The value obtained for the LUMO energy is -0.0145 Ha. The spin multiplicity is 1. Its max |F| is 0.057 Eh/bohr.

---

# 2
Molecular formula: C21H34ClIOP3Sc
Method: DFT, wB97M-V/def2-TZVPD

XYZ file:
```
62
Properties=species:S:1:pos:R:3:forces:R:3:mulliken_charge:R:1
C -0.05369 -0.29606 -5.12390 -0.791 -0.072 1.192 -1.291
C 0.01693 -1.59887 -4.31777 3.778 2.925 0.236 0.550
H -0.17432 0.53020 -4.41172 -0.090 -0.175 -0.254 0.260
H -0.85052 -0.29783 -5.85119 -0.177 -0.023 -0.246 0.429
H 0.89851 -0.16466 -5.64160 -0.003 -0.310 0.006 0.414
O 0.42150 -1.51621 -3.12295 -1.277 -0.257 -3.888 -0.152
I -0.53679 -3.71968 -2.90843 -1.100 -3.440 3.077 -0.009
Sc 1.19781 -0.34390 0.37722 -1.939 -1.494 -1.229 -0.455
P 2.92901 -1.13359 -1.26652 0.911 -1.056 -1.393 1.131
C 4.34879 -0.44551 -0.36533 0.369 -0.024 -0.088 -1.246
C 3.31240 -2.92001 -1.40315 -0.240 -0.060 0.515 -1.114
H 4.37527 -3.05926 -1.64454 -0.302 0.021 0.036 0.416
H 4.38589 -0.83902 -3.16994 -0.220 0.007 0.085 0.479
H 2.67968 -3.34869 -2.19232 0.159 0.092 0.236 0.287
H 2.76159 -1.37893 -3.67194 0.088 0.076 0.204 0.287
H 4.34219 -0.73242 0.69266 0.118 0.013 -0.098 0.356
H 3.07227 -3.42425 -0.46099 0.170 -0.122 -0.196 0.355
C 3.30887 -0.71837 -2.99712 -0.035 0.746 -0.141 -1.284
H 5.23437 -0.86745 -0.84958 0.159 0.163 0.330 0.484
H 3.02711 0.31595 -3.21005 0.110 -0.074 -0.135 0.373
H 4.38265 0.64730 -0.44747 0.038 -0.210 0.004 0.432
P -2.39166 -1.10451 -1.26290 -0.924 -0.092 -0.205 0.394
C -3.50913 -0.05067 -0.24431 0.253 0.052 0.133 -0.927
C -3.03615 -0.54471 -2.90012 0.464 0.292 0.095 -1.208
H -2.97625 -3.33305 -2.00574 -0.543 0.293 0.453 0.226
H -4.46260 -2.43768 -1.49628 0.291 0.001 0.137 0.404
H -3.31982 -3.11065 -0.27299 -0.202 -0.154 -0.116 0.327
C -3.41150 -2.64870 -1.25952 0.568 -0.203 0.254 -1.159
H -2.60054 -1.15028 -3.70052 -0.174 0.105 0.016 0.295
H -4.12656 -0.66819 -2.88986 0.289 0.068 -0.148 0.480
H -4.54792 -0.15421 -0.58544 0.248 0.108 0.200 0.513
H -3.18674 0.99674 -0.32312 -0.173 -0.194 0.048 0.137
H -2.78440 0.50984 -3.04929 -0.081 -0.119 -0.185 0.345
H -3.42142 -0.36603 0.80187 -0.193 0.121 -0.105 0.247
Cl 0.27255 -2.93395 -5.50013 0.212 1.249 -0.389 -0.090
C 1.55837 2.06573 0.75976 -0.622 1.233 0.647 -1.105
P -0.17042 1.49691 1.26615 -0.555 0.293 0.550 0.882
C 0.14979 0.13564 2.53875 0.308 -0.828 -0.229 0.193
C 1.45246 -0.46330 2.73244 -1.465 0.129 0.550 0.334
C 1.55109 -1.58558 3.57085 0.531 0.322 -0.421 -0.776
C 0.44788 -2.09764 4.22173 -0.736 0.051 0.310 -0.567
C -0.82818 -1.58659 3.97242 0.033 0.282 -0.074 -0.594
C -0.99834 -0.53677 3.07373 0.678 0.967 -0.274 -0.540
C -0.90135 2.87465 2.21131 -0.435 0.144 0.696 0.545
C -2.09737 3.55436 1.85216 0.528 -0.357 -0.158 -0.275
C -2.52454 4.64564 2.60998 -0.035 0.214 0.283 -0.567
C -1.80980 5.05909 3.74354 0.252 -0.313 -0.296 -0.469
C -0.68449 4.32714 4.14690 -0.015 0.237 0.211 -0.638
C -0.25843 3.22110 3.41827 -0.088 0.130 -0.189 -0.439
H 2.01966 2.66930 1.55858 0.059 -0.401 -0.320 0.404
H 2.32812 1.36671 0.34666 -0.098 0.364 0.114 0.359
H 1.29668 2.74565 -0.06520 0.367 -0.123 0.132 0.457
H 2.37901 -0.07893 2.23808 -0.379 0.126 0.823 0.578
H 2.51823 -2.03690 3.72158 0.163 -0.063 0.096 0.499
H 0.53233 -2.89557 4.95263 0.237 0.007 -0.229 0.444
H -1.69586 -1.98812 4.49884 0.263 -0.033 -0.295 0.454
H -2.01422 -0.18644 2.80298 0.778 -0.095 0.326 0.358
H -2.70669 3.21928 1.00480 0.423 0.210 0.207 0.281
H -3.42626 5.20332 2.33012 0.379 -0.396 0.021 0.396
H -2.12421 5.93912 4.31768 0.096 -0.451 -0.304 0.398
H -0.12363 4.63871 5.03734 -0.343 -0.254 -0.356 0.381
H 0.55278 2.60078 3.81287 -0.080 0.356 -0.260 0.318
```
Positions in Å, forces in eV/Å.

Its gap between HOMO and LUMO (spin up / spin down) is 0.2312 / 0.2454 Eh. As for the energy relative to the best compared isomer or geometry (same formula, charge and spin): 0.00 kJ/mol. The highest occupied orbital energy (spin up / spin down) comes out at -13.01 / -13.28 eV. The value obtained for the LUMO energy (spin up / spin down) is -0.2468 / -0.2428 Ha. The spin multiplicity is 1. The charge is +2. Its max |F| is 0.093 Eh/bohr.